[1]
Molecular formula: C5H8O
Method: DFT, the ωB97M-V functional and the def2-TZVPD basis

Summary:
2S+1: 1
Gap between HOMO and LUMO, eV: 11.240
Relative energy (zero: lowest compared OMol25 entry of this formula, charge and spin), kcal/mol: 50.14
Molar mass, g mol⁻¹: 84.12
E_LUMO, eV: 1.20
E, Eh: -270.47800
SMILES: C1CC1[C@H]1CO1

Cartesian coordinates (Å):
C1 -0.255 1.706 0.382
C2 0.330 1.336 -0.952
C3 0.396 0.370 0.202
C4 -0.467 -0.845 0.181
C5 0.073 -2.204 0.166
O1 -0.478 -1.648 1.351
H1 -1.339 1.719 0.456
H2 0.242 2.461 0.983
H3 1.256 1.826 -1.246
H4 -0.348 1.106 -1.773
H5 1.395 0.215 0.608
H6 -1.460 -0.687 -0.247
H7 -0.500 -3.015 -0.284
H8 1.154 -2.340 0.172

[2]
Molecular formula: C40H39Cl2FI2N5O4SSc
Method: DFT, the ωB97M-V functional and the def2-TZVPD basis

Summary:
2S+1: 1
Gap between HOMO and LUMO, eV: 6.553
Relative energy (zero: lowest compared OMol25 entry of this formula, charge and spin), kcal/mol: 35.97
Molar mass, g mol⁻¹: 1074.52
E_LUMO, eV: -0.32
E, Eh: -4897.01646

Cartesian coordinates (Å):
Sc1 -0.293 1.857 -1.271
F1 0.291 -2.053 4.074
C1 -0.491 -2.139 2.974
C2 -0.029 -1.698 1.777
C3 -0.842 -1.793 0.643
C4 -0.540 -1.012 -0.538
O1 0.309 -0.084 -0.483
C5 -1.314 -1.333 -1.695
C6 -2.340 -2.213 -1.599
N1 -2.772 -2.736 -0.428
C7 -3.992 -3.500 -0.386
C8 -5.156 -3.063 -1.220
C9 -5.208 -2.909 0.268
C10 -2.037 -2.519 0.720
C11 -2.515 -2.915 1.973
C12 -1.795 -2.648 3.119
N2 -2.331 -2.822 4.392
C13 -2.168 -1.765 5.378
C14 -3.493 -1.000 5.601
N3 -4.439 -1.350 4.512
C15 -4.795 -2.791 4.507
C16 -3.496 -3.638 4.578
C17 -1.141 -0.569 -2.998
O2 -1.394 -1.129 -4.051
O3 -0.822 0.657 -2.814
H1 0.943 -1.239 1.699
H2 -2.897 -2.470 -2.489
H3 -3.833 -4.567 -0.273
H4 -5.739 -3.839 -1.696
H5 -5.053 -2.161 -1.806
H6 -5.850 -3.573 0.834
H7 -5.125 -1.909 0.679
H8 -3.503 -3.344 2.044
H9 -1.423 -1.065 5.019
H10 -1.815 -2.183 6.325
H11 -3.323 0.074 5.540
H12 -3.951 -1.244 6.559
H13 -3.990 -1.006 3.605
H14 -5.278 -0.776 4.580
H15 -5.371 -2.992 3.605
H16 -5.423 -2.996 5.373
H17 -3.513 -4.423 3.827
H18 -3.425 -4.125 5.556
C18 4.468 -1.230 -0.038
C19 5.231 -0.965 -1.337
C20 6.587 -0.337 -0.979
C21 5.445 -2.307 -2.052
C22 4.481 -0.003 -2.254
C23 5.017 0.292 -3.520
C24 4.418 1.178 -4.393
C25 3.240 1.793 -3.989
S1 2.244 2.942 -4.826
C26 1.150 2.971 -3.463
N4 1.508 2.183 -2.486
C27 2.679 1.504 -2.743
C28 3.302 0.610 -1.873
C29 -0.040 3.820 -3.442
C30 -0.196 4.790 -4.438
C31 -1.283 5.638 -4.417
C32 -2.203 5.528 -3.382
C33 -2.042 4.557 -2.404
C34 -0.972 3.658 -2.381
H19 5.047 -1.905 0.594
H20 3.501 -1.700 -0.237
H21 4.304 -0.305 0.518
H22 7.143 -0.990 -0.302
H23 6.434 0.625 -0.484
H24 7.196 -0.167 -1.868
H25 5.935 -3.017 -1.381
H26 6.069 -2.201 -2.939
H27 4.487 -2.730 -2.359
H28 5.930 -0.194 -3.840
H29 4.852 1.386 -5.362
H30 2.833 0.414 -0.917
H31 0.552 4.890 -5.217
H32 -1.409 6.386 -5.189
H33 -3.042 6.214 -3.339
H34 -2.786 4.514 -1.611
O4 -2.902 1.436 -1.244
H35 -3.234 1.511 -2.147
H36 -3.519 1.899 -0.670
Cl1 1.570 4.892 -0.754
C35 2.392 3.675 0.179
C36 3.761 3.764 0.245
C37 4.479 2.907 1.062
C38 3.769 2.036 1.860
C39 2.387 1.950 1.788
Cl2 1.689 0.904 2.992
C40 1.589 2.689 0.857
N5 0.268 2.642 0.542
H37 4.260 4.536 -0.325
H38 5.557 2.967 1.124
H39 4.284 1.404 2.572
I1 -1.228 1.641 1.518
I2 -3.825 0.305 2.738

> Look up the relative energy (zero: lowest compared OMol25 entry of this formula, charge and spin) of the first one.

50.14 kcal/mol